# 1
Computed, not measured: 2 unconnected molecules or ions with the total composition C6H11FN2O2PS in a non-equilibrium geometry, with the ωB97M-V functional and the def2-TZVPD basis.

Element x y z (Å)
N 1.07140 -3.49179 -0.03579
P 1.03937 -2.20129 -0.85154
O 2.36079 -1.38531 -0.70569
O -0.05124 -1.22059 -0.32761
S 0.58825 -2.75482 -2.92709
N 1.55424 -2.10826 -4.09737
H 0.94466 -4.34421 -0.56528
H 2.94521 -1.42557 -1.47889
H -0.86407 -1.28590 -0.86235
H 0.88236 -4.06513 -2.92802
H 2.54560 -2.14720 -3.89969
H 1.23530 -1.19407 -4.39420
F -2.15801 1.18508 -0.33121
C -1.67218 1.75490 0.80678
C -0.74487 1.05520 1.54370
C -0.23837 1.62656 2.70087
C -0.67517 2.87996 3.10292
C -1.61525 3.56423 2.34461
C -2.11827 3.00207 1.18114
H -0.43745 0.07876 1.19752
H 0.49575 1.09303 3.28843
H -0.28348 3.32354 4.00732
H -1.95916 4.53910 2.65949
H -2.84541 3.52170 0.57196

Values from the calculation:
Orbital gap (eV): 6.5
Charge: +1
LUMO energy (eV): -4.90

How positive or negative is each atom? The Löwdin charges in e answer that:
1. N -0.1100
2. P 0.2686
3. O -0.0845
4. O -0.1295
5. S 0.9628
6. N -0.2709
7. H -0.0073
8. H 0.0954
9. H 0.1080
10. H 0.0092
11. H 0.0694
12. H 0.0800
13. F 0.0301
14. C -0.2785
15. C -0.0285
16. C -0.0714
17. C -0.0842
18. C -0.0703
19. C -0.0140
20. H 0.0805
21. H 0.1079
22. H 0.1062
23. H 0.1102
24. H 0.1207

---

# 2
Computed, not measured: 2 unconnected molecules or ions with the total composition C5H14O2SSi in a non-equilibrium geometry, with the ωB97M-V functional and the def2-TZVPD basis.

Element x y z (Å)
C 5.16822 -0.35393 0.29161
C -5.37285 0.93702 -0.00301
C -2.17126 1.21072 -0.29454
C -3.16979 -1.51298 0.47790
C 3.78843 -0.92273 -0.20770
O 1.21918 -0.40959 0.13732
O 2.80861 1.18460 -1.13199
Si -3.77248 0.26041 0.07640
S 2.45114 0.26262 0.30462
H 6.03826 -1.00062 0.17289
H 5.48514 0.65073 -0.26236
H 5.06123 -0.17303 1.41648
H 1.98345 1.59427 -1.56013
H -5.54939 2.01592 -0.02865
H -6.33875 0.54460 0.33986
H -2.24738 2.17458 0.29555
H -1.37358 0.74122 0.23205
H -1.94729 1.39200 -1.27587
H -3.36645 -1.68225 1.60545
H -3.90530 -2.27616 0.12093
H -2.08494 -1.70129 0.45404
H 3.60662 -1.91269 0.14890
H 3.68919 -1.02340 -1.30975

Values from the calculation:
Relative energy (zero: lowest compared OMol25 entry of this formula, charge and spin) (kJ/mol): 365.89
Orbital gap (eV): 8.5
LUMO energy (eV): 0.56

How positive or negative is each atom? The Löwdin charges in e answer that:
1. C -0.1573
2. C -0.2510
3. C -0.2111
4. C -0.2366
5. C -0.3692
6. O -0.4826
7. O -0.3655
8. Si 0.6718
9. S 0.8941
10. H 0.0511
11. H 0.1088
12. H 0.0767
13. H 0.0918
14. H -0.0450
15. H -0.0422
16. H 0.0489
17. H -0.0131
18. H -0.0167
19. H 0.0424
20. H 0.0252
21. H 0.0204
22. H 0.0690
23. H 0.0900

---

# 3
Computed, not measured: C2H6N2S in the gas phase in a non-equilibrium geometry, with the ωB97M-V functional and the def2-TZVPD basis.

Element x y z (Å)
C -1.55324 -0.14219 1.07477
N -1.47820 -0.88483 -0.08986
C -0.64786 -0.58078 -0.98936
N 0.40537 0.40662 -0.91170
S 1.45748 0.53889 0.35735
H -0.80651 -0.55530 1.80031
H -1.36639 0.89218 0.88600
H -2.52936 -0.45988 1.44295
H -0.68764 -0.82644 -2.02042
H 0.87160 0.67631 -1.83779
H 1.91501 -0.66380 0.50974

Values from the calculation:
Relative energy (zero: lowest compared OMol25 entry of this formula, charge and spin) (kJ/mol): 176.31
Orbital gap (eV): 9.8
LUMO energy (eV): 0.72

How positive or negative is each atom? The Löwdin charges in e answer that:
1. C -0.2020
2. N -0.0412
3. C -0.2800
4. N -0.4659
5. S 0.7432
6. H 0.0802
7. H 0.0613
8. H 0.0769
9. H 0.0958
10. H 0.0999
11. H -0.1681

---

# 4
Computed, not measured: 2 unconnected molecules or ions with the total composition C3H7N3 in a non-equilibrium geometry, with the ωB97M-V functional and the def2-TZVPD basis.

Element x y z (Å)
C 1.21976 -0.92544 0.06621
C 3.66876 -0.23792 0.11228
C -2.84192 0.30460 0.00870
N 2.33085 -0.65802 0.25358
N 3.99798 0.96030 0.01877
N -4.10877 0.36404 0.05333
H 0.27289 -1.16548 -0.31119
H 4.25534 -1.10608 0.00414
H -2.19630 -0.56031 -0.44379
H -2.15989 1.10847 0.20519
H 4.95710 1.18681 -0.22038
H -4.65860 -0.42148 -0.17917
H -4.73720 1.15051 0.43232

Values from the calculation:
Relative energy (zero: lowest compared OMol25 entry of this formula, charge and spin) (kJ/mol): 227.57
Orbital gap (eV): 9.6
Charge: +2
LUMO energy (eV): -9.07

How positive or negative is each atom? The Löwdin charges in e answer that:
1. C 0.3643
2. C -0.1842
3. C 0.1472
4. N 0.2155
5. N 0.2366
6. N 0.2224
7. H 0.1133
8. H 0.1366
9. H 0.1503
10. H 0.1128
11. H 0.1161
12. H 0.1426
13. H 0.2267

---

# 5
Computed, not measured: 2 unconnected molecules or ions with the total composition C4H14N3O in a non-equilibrium geometry, with the ωB97M-V functional and the def2-TZVPD basis.

Element x y z (Å)
C -0.83703 2.84209 -0.32901
O 0.52042 2.42437 -0.22017
H 1.00718 2.70409 -1.00233
H -1.33589 2.95457 0.64424
H -1.38290 1.97814 -0.73853
H -1.04106 3.67718 -0.99704
C -0.48950 -1.66517 -0.53969
C -1.69865 -1.23530 -1.33829
C 1.19716 -0.72725 0.97039
N 0.08624 -0.52598 0.22375
N 1.51983 -1.99422 1.31443
N 1.92731 0.29272 1.36616
H -0.51217 -2.58008 0.03348
H 0.31174 -1.83396 -1.29211
H -1.57600 -0.35849 -1.97188
H -2.56546 -1.03925 -0.66712
H -0.34845 0.37409 0.12540
H 0.70694 -2.58976 1.38911
H 2.08807 -2.12295 2.14041
H 1.80888 1.16621 0.87432
H 2.71995 0.27740 1.98481
H -2.10661 -2.01846 -1.97032

Values from the calculation:
Relative energy (zero: lowest compared OMol25 entry of this formula, charge and spin) (kJ/mol): 110.52
Orbital gap (eV): 11.4
Charge: +1
LUMO energy (eV): -2.76

How positive or negative is each atom? The Löwdin charges in e answer that:
1. C -0.1223
2. O -0.1439
3. H 0.1010
4. H 0.0982
5. H 0.0592
6. H 0.0962
7. C -0.2028
8. C -0.0778
9. C -0.4132
10. N 0.0951
11. N 0.1978
12. N 0.2251
13. H 0.1042
14. H 0.1357
15. H 0.0788
16. H 0.0948
17. H 0.1073
18. H 0.1083
19. H 0.1334
20. H 0.1004
21. H 0.1403
22. H 0.0842

---

# 6
Computed, not measured: a molecular structure, C33H57InNP2Si in a non-equilibrium geometry, with the ωB97M-V functional and the def2-TZVPD basis.

Element x y z (Å)
In 1.35976 -2.36857 0.01375
C 2.80851 0.22907 3.40125
C 1.55571 0.04848 4.04208
C 2.20666 -1.98190 3.18529
C 3.22055 -1.02890 2.89015
C 1.16948 -1.30161 3.87896
C 3.61611 1.46700 3.37396
H 3.01535 2.32999 3.68009
H 4.00124 1.66715 2.36470
H 4.48294 1.41788 4.05444
C 4.50940 -1.33080 2.24026
H 5.08842 -0.41199 2.09944
H 4.37129 -1.79443 1.25199
H 5.12475 -2.01025 2.85329
C 2.30783 -3.45132 3.01920
H 2.96050 -3.88759 3.79648
H 2.72410 -3.76605 2.05247
H 1.31882 -3.92369 3.12186
C -0.03824 -1.93574 4.43693
H 0.16570 -2.39886 5.41685
H -0.43036 -2.71628 3.77370
H -0.82856 -1.19272 4.59211
C 0.82746 1.04710 4.85274
H 0.86947 0.81609 5.93181
H -0.23391 1.08658 4.57089
H 1.24833 2.04961 4.72373
C 0.22436 1.80877 -0.08236
C 0.49389 2.44500 1.06285
C -0.48287 2.97419 2.05799
C -1.87426 2.28495 2.07717
C -1.86133 0.79854 2.25093
C -1.75516 -0.12279 1.28723
C -1.70181 0.11857 -0.20265
C -1.12561 1.46746 -0.66177
H -0.64217 4.05768 1.91027
H -2.45257 2.60289 1.19986
H -0.03346 2.88489 3.05808
H -1.86880 2.26056 -0.50903
H 1.08402 1.44508 -0.66842
H 1.53900 2.66133 1.29923
H -0.99224 1.41144 -1.75082
H -1.13795 -0.70978 -0.67029
H -1.73488 -1.19268 1.56255
H -2.71694 0.02213 -0.63002
H -2.40898 2.67189 2.95601
H -1.94173 0.43936 3.28469
P -4.78734 -0.32351 -2.64760
P -6.36343 -2.80463 -2.20538
C -6.41856 -0.36437 -3.56536
C -6.92398 -1.80766 -3.67630
H -6.26406 0.07003 -4.56580
H -7.14458 0.26560 -3.02347
H -8.02339 -1.84054 -3.72785
H -6.51635 -2.29400 -4.57682
C -7.04479 -4.41401 -2.79400
H -7.00019 -5.13576 -1.96816
H -6.41982 -4.77401 -3.62104
H -8.08350 -4.28651 -3.13340
C -7.79554 -2.35102 -1.11718
H -8.73340 -2.41700 -1.68696
H -7.66697 -1.33578 -0.72296
H -7.82243 -3.05451 -0.27514
C -3.73501 0.14871 -4.08178
H -2.73115 0.40987 -3.72550
H -4.17974 0.99784 -4.61717
H -3.65503 -0.71193 -4.75784
C -5.04279 1.32394 -1.85794
H -5.80588 1.21967 -1.07518
H -5.38279 2.05359 -2.60547
H -4.10794 1.66457 -1.39490
C 2.40848 -1.38845 -3.06847
Si 3.84849 -0.45596 -2.28815
C 5.14385 -1.68008 -1.71213
C 4.50708 0.58188 -3.70128
N 3.44875 0.60513 -0.98540
C 4.14073 1.66026 -0.55770
C 5.50757 1.56981 -0.08323
C 6.28432 2.71205 0.09014
C 5.73131 3.99012 -0.08965
C 4.37807 4.11171 -0.43228
C 3.58938 2.98624 -0.62366
H 2.53114 -1.35417 -4.15688
H 1.44632 -0.92706 -2.81065
H 2.37870 -2.46534 -2.80463
H 5.99986 -1.15829 -1.26103
H 4.75103 -2.39534 -0.97694
H 5.51714 -2.24319 -2.58206
H 3.81852 1.41343 -3.91542
H 5.48867 1.01810 -3.46982
H 4.60126 -0.02788 -4.61242
H 5.93166 0.57384 0.07642
H 7.33466 2.59852 0.36585
H 6.35972 4.87569 0.01957
H 3.93149 5.10020 -0.54453
H 2.53861 3.07246 -0.90236

Values from the calculation:
Relative energy (zero: lowest compared OMol25 entry of this formula, charge and spin) (kJ/mol): 92.29
Orbital gap (spin up / spin down) (eV): 5.2 / 4.6
Charge: +1
LUMO energy (spin up / spin down) (eV): -4.02 / -4.52

How positive or negative is each atom? The Löwdin charges in e answer that:
1. In 1.0357
2. C -0.1763
3. C -0.1829
4. C -0.2972
5. C -0.1932
6. C -0.1783
7. C -0.0246
8. H 0.0750
9. H 0.0657
10. H 0.1033
11. C -0.0100
12. H 0.0708
13. H 0.0569
14. H 0.1109
15. C -0.1106
16. H 0.1033
17. H 0.0188
18. H 0.0767
19. C -0.0118
20. H 0.1129
21. H 0.0830
22. H 0.0749
23. C -0.0350
24. H 0.1027
25. H 0.0621
26. H 0.0693
27. C -0.1036
28. C -0.1002
29. C -0.1663
30. C -0.1813
31. C -0.1022
32. C -0.1079
33. C -0.2005
34. C -0.1964
35. H 0.1261
36. H 0.1011
37. H 0.0866
38. H 0.0958
39. H 0.0673
40. H 0.0906
41. H 0.1064
42. H 0.0575
43. H 0.0973
44. H 0.0745
45. H 0.1154
46. H 0.0915
47. P 0.7798
48. P 0.7621
49. C -0.4341
50. C -0.4617
51. H 0.0728
52. H 0.0766
53. H 0.0745
54. H 0.0768
55. C -0.3367
56. H 0.0312
57. H 0.0300
58. H 0.0381
59. C -0.3108
60. H 0.0387
61. H 0.0257
62. H 0.0334
63. C -0.3125
64. H 0.0167
65. H 0.0390
66. H 0.0376
67. C -0.3094
68. H 0.0369
69. H 0.0444
70. H 0.0068
71. C -0.2283
72. Si 0.3320
73. C -0.1723
74. C -0.1615
75. N 0.0312
76. C -0.3769
77. C -0.0261
78. C -0.0663
79. C -0.0532
80. C -0.0624
81. C -0.0135
82. H 0.0418
83. H 0.0116
84. H -0.0024
85. H 0.0273
86. H 0.0075
87. H 0.0453
88. H 0.0436
89. H 0.0395
90. H 0.0410
91. H 0.0931
92. H 0.1128
93. H 0.1143
94. H 0.1136
95. H 0.0988

---

The records above give, respectively, calculated total energy values of -1334.34202 -1036.94147 -587.43686 -282.00069 -400.09045 -2508.36680 Eh.